The following is a quantum chemistry calculation of a structure of composition C58H57N3O2P2Pd in a non-equilibrium geometry, from OMol25.

Values from the calculation:
**Kohn-Sham gap**: 2.93 eV
**E_HOMO**: -4.82 eV
**Molecular weight**: 996.5 g/mol
**Spin multiplicity**: 1
**E**: -3369.58496 Eh
**Maximum force**: 0.0691 Eh/bohr

XYZ file:
```
123
Properties=species:S:1:pos:R:3:forces:R:3
C -0.721503 7.020931 1.156540 -1.420 -0.194 0.075
C -0.631407 8.546122 1.213104 -0.538 0.814 -0.003
O 0.743035 8.830890 1.226231 0.630 0.747 0.111
C 1.410616 7.634643 1.140603 -0.399 -3.523 -0.231
O 2.626738 7.540595 1.117705 0.965 1.220 0.042
N 0.581417 6.564275 1.083741 2.599 0.503 -0.150
H -1.178408 6.601499 2.062343 -0.700 0.123 -0.019
H -1.261116 6.665804 0.269043 -0.670 0.147 0.112
H -1.047171 9.048354 0.326760 -0.224 -0.132 0.233
H -1.060530 8.988193 2.125198 -0.171 -0.124 -0.274
C -3.999961 1.331199 6.156757 0.214 -0.489 -0.481
N -4.085867 0.289566 5.126052 0.791 0.036 -0.627
C -5.168834 -0.668018 5.294664 0.411 0.464 -0.317
C -3.388218 0.353733 3.906490 -0.762 0.076 0.968
C -3.970997 -0.167609 2.743739 -0.199 0.009 0.316
C -3.340943 -0.075752 1.536260 0.654 0.298 -0.157
C -2.074192 0.525096 1.407259 -0.178 -0.163 0.205
C -1.424369 0.629485 0.119355 0.226 -0.015 -0.785
C -1.983674 0.103762 -1.081578 -0.839 0.340 -0.722
C -1.369969 0.089313 -2.375531 0.284 0.697 0.947
C -0.505639 1.089939 -2.968756 -0.327 0.242 -0.388
C 0.002467 0.880230 -4.268346 -0.396 0.134 0.736
C 0.736043 1.843825 -4.905331 0.120 0.207 -0.205
C 1.039327 3.057155 -4.269744 0.898 0.797 -0.792
N 1.819744 4.031737 -4.908136 -0.434 -0.556 0.415
C 2.599987 4.979845 -4.112086 -0.492 -0.242 -0.030
C 2.103119 4.016907 -6.342920 -0.226 -0.318 0.785
C 0.538087 3.268536 -2.972844 0.377 0.226 -0.072
C -0.244880 2.330595 -2.357563 -0.176 -0.441 -0.483
Pd -0.228059 -1.009545 -0.796713 0.244 -0.749 0.317
P -1.192701 -2.930119 0.167052 0.875 1.427 -0.464
C -0.482961 -4.295424 -0.778012 -0.677 -0.064 0.866
C 0.137012 -5.352990 -0.150940 0.387 -0.502 0.164
C 0.608396 -6.423830 -0.886856 0.123 -0.003 0.106
C 0.478997 -6.424022 -2.260296 0.069 -0.247 -0.124
C -0.111609 -5.350074 -2.895068 -0.109 0.183 -0.117
C -0.592582 -4.285690 -2.151481 0.012 -0.085 -0.583
C -0.780464 -3.109198 1.912228 -0.629 -0.586 -0.743
C -1.101003 -4.303517 2.517179 -0.101 -0.476 0.666
C -0.798348 -4.512040 3.849255 -0.154 -0.358 -0.094
C -0.178377 -3.513619 4.572857 0.072 0.026 0.185
C 0.123168 -2.305693 3.972769 0.005 0.085 0.081
C -0.191857 -2.100401 2.641523 0.062 0.304 0.181
C -2.994658 -2.919264 0.018702 0.711 -0.982 0.646
C -3.742294 -2.942758 1.175742 -0.481 -0.106 0.391
C -5.119339 -2.822812 1.121062 0.073 -0.036 0.125
C -5.749128 -2.687572 -0.097773 -0.314 -0.006 0.124
C -5.003021 -2.688213 -1.258784 0.142 -0.036 -0.295
C -3.625557 -2.807740 -1.200709 -0.311 0.072 -0.418
P 2.075712 -0.607267 -0.565560 -1.413 -0.122 -0.145
C 2.417552 0.795443 0.522284 0.589 -0.826 -0.255
C 3.189017 0.630533 1.652070 0.369 -0.138 0.550
C 3.487173 1.714976 2.460849 0.020 -0.044 0.037
C 2.987104 2.964415 2.145144 0.104 0.077 0.333
C 2.187715 3.129409 1.030283 -0.178 0.194 -0.224
C 1.926661 2.043945 0.211590 -0.247 0.462 -0.025
C 2.976586 -2.056060 0.042908 0.372 0.765 -0.582
C 3.951467 -2.633366 -0.741190 0.436 -0.285 -0.247
C 4.677706 -3.713782 -0.270613 0.042 -0.001 -0.113
C 4.422572 -4.218216 0.989410 0.154 -0.272 -0.046
C 3.425996 -3.661465 1.764946 -0.152 0.129 0.113
C 2.708760 -2.579662 1.286581 -0.104 -0.206 0.501
C 2.695389 -0.238839 -2.220344 0.556 0.056 0.865
C 3.514708 0.843178 -2.462314 0.297 0.384 -0.117
C 4.063850 1.031932 -3.719152 0.066 0.018 -0.003
C 3.799867 0.120074 -4.724287 0.199 0.089 -0.150
C 2.965464 -0.954279 -4.485576 -0.056 -0.307 0.112
C 2.418330 -1.135945 -3.227166 -0.048 -0.216 -0.543
C -1.462352 1.006085 2.587978 -0.332 -0.216 -0.451
C -2.104069 0.917922 3.800260 -0.157 0.015 0.256
H -3.331570 2.139212 5.858760 -0.055 -0.154 -0.066
H -4.987021 1.757751 6.334890 -0.120 0.056 -0.038
H -3.644367 0.901782 7.090956 0.082 0.026 0.177
H -5.003395 -1.534668 4.659903 0.007 -0.054 0.042
H -5.208364 -1.010691 6.322719 0.037 0.031 0.233
H -6.121563 -0.214001 5.037757 -0.415 -0.022 -0.034
H -4.946350 -0.623139 2.795178 -0.088 0.029 -0.067
H -3.823772 -0.496671 0.673363 -0.187 0.154 -0.111
H -0.493811 1.196028 0.079256 -0.442 0.307 0.093
H -2.913526 -0.465476 -0.998814 0.376 0.298 -0.039
H -1.771250 -0.633050 -3.094962 0.019 0.109 0.297
H -0.196529 -0.060987 -4.755450 -0.024 -0.161 -0.150
H 1.112996 1.663800 -5.896978 0.081 -0.128 -0.141
H 2.837546 4.548344 -3.137777 -0.006 0.098 -0.048
H 3.539292 5.205938 -4.615744 -0.031 -0.028 -0.076
H 2.040979 5.904475 -3.966725 0.129 0.161 0.132
H 1.291141 3.544753 -6.894447 0.017 0.040 0.037
H 2.211840 5.037203 -6.708986 0.000 0.017 0.087
H 3.027412 3.471782 -6.523684 0.215 -0.100 -0.315
H 0.777775 4.183072 -2.458123 -0.169 0.262 0.087
H -0.708354 2.565994 -1.416352 -0.038 0.138 0.175
H 0.260441 -5.344473 0.916741 0.088 -0.112 0.117
H 1.064758 -7.261291 -0.385311 0.125 -0.107 0.084
H 0.835074 -7.264312 -2.834102 0.064 -0.099 -0.106
H -0.207245 -5.346643 -3.968629 -0.017 0.040 -0.168
H -1.054913 -3.447343 -2.645076 -0.053 0.186 -0.180
H -1.592564 -5.070029 1.938402 -0.125 -0.168 0.056
H -1.044106 -5.455176 4.310453 -0.027 -0.114 0.126
H 0.062504 -3.680199 5.609346 0.073 0.007 0.194
H 0.613196 -1.531363 4.540449 0.027 0.177 0.065
H 0.029409 -1.157682 2.171062 0.066 0.156 -0.128
H -3.240798 -2.994469 2.127888 -0.076 -0.081 0.147
H -5.692760 -2.804588 2.032359 -0.137 -0.075 0.181
H -6.820875 -2.579852 -0.139774 -0.155 0.007 -0.046
H -5.496567 -2.596315 -2.211213 -0.058 0.039 -0.202
H -3.044057 -2.789628 -2.105998 0.067 0.009 -0.253
H 3.565983 -0.346263 1.904541 0.198 -0.083 0.056
H 4.124555 1.588398 3.324685 0.002 -0.049 0.069
H 3.220401 3.810282 2.772915 -0.042 0.168 -0.002
H 1.773222 4.102020 0.807877 -0.068 0.343 -0.046
H 1.359313 2.171777 -0.690926 -0.137 0.117 -0.187
H 4.147653 -2.236510 -1.723062 0.183 0.030 -0.120
H 5.455709 -4.145120 -0.880208 0.083 -0.074 -0.098
H 4.999604 -5.048873 1.362578 0.077 -0.134 0.065
H 3.219544 -4.054733 2.747770 -0.067 -0.037 0.152
H 1.951949 -2.125606 1.896599 -0.067 0.015 0.146
H 3.759441 1.517098 -1.657183 0.040 0.168 0.082
H 4.737458 1.856120 -3.898803 0.029 0.126 -0.006
H 4.289119 0.217978 -5.680557 -0.047 0.096 -0.193
H 2.773729 -1.675419 -5.264040 -0.043 -0.102 -0.127
H 1.819149 -2.005175 -3.006014 -0.260 -0.198 -0.060
H -0.463196 1.410476 2.537264 0.174 0.192 -0.024
H -1.617938 1.240041 4.706362 0.169 0.177 0.045
```
Positions in Å, forces in eV/Å.